Record 1
2 unconnected molecules or ions with the total composition C5H10N2O at a distorted geometry. Source: OMol25; level of theory: wB97M-V/def2-TZVPD.

Structure (ORCA input):
```
! wB97M-V def2-TZVPD RIJCOSX def2/J DEFGRID3
* xyz 0 1
C 1.6846 -1.2146 -0.4830
C 1.0131 -0.1118 -0.1717
C -0.2970 0.2524 -0.8248
N -1.4080 -0.0492 0.0794
O 1.4745 0.6570 0.8678
C 1.1993 2.0416 0.8762
H 1.2884 -1.9272 -1.1835
H 2.5781 -1.4854 0.0521
H -0.4308 -0.3596 -1.7189
H -0.2898 1.3069 -1.1410
H -1.3364 0.4733 0.9481
H -2.3602 0.0082 -0.3794
H 1.7609 2.4450 1.7177
H 1.5409 2.5302 -0.0423
H 0.1360 2.2570 1.0264
C -2.1539 -2.2047 0.1567
N -3.2113 -2.1656 -0.3169
H -1.1884 -2.4536 0.5372
*
```

SMILES = C=C(CN)OC.C#N
gap between HOMO and LUMO = 10.01 eV
electronic energy = -381.17710 hartree
relative energy (zero: lowest compared OMol25 entry of this formula, charge and spin) = 67.98 kcal/mol

---

Record 2
A molecular structure, H21O11 at a distorted geometry. Source: OMol25; level of theory: wB97M-V/def2-TZVPD.

Structure (ORCA input):
```
! wB97M-V def2-TZVPD RIJCOSX def2/J DEFGRID3
* xyz -1 1
O 1.7479 -3.5882 -1.2801
H 0.9253 -4.1758 -1.4630
H -2.3749 1.0371 1.9900
O -2.9137 1.8186 1.8040
H -1.0971 -0.0610 -1.9759
H 2.3357 1.3012 4.2539
O -0.2389 -0.0646 -0.7972
H -2.4812 -0.1516 -2.8256
H 0.4100 -1.4483 3.0995
O -1.1564 -0.0310 1.2243
H -1.3388 -0.9289 1.3332
H 2.6861 -2.0481 0.0990
O -0.6213 4.8934 -1.4619
H -0.2874 -2.8778 0.0288
H 1.4708 -2.6857 -1.3808
O 0.3110 -1.6527 2.1633
H 0.3126 -0.7640 1.8175
H 1.2220 0.2310 3.7966
O 2.0114 0.4777 4.4564
H -0.8150 0.2536 0.0321
O -1.6792 0.1845 -2.7271
H 0.5336 0.4778 -0.8525
H 0.7474 3.3427 -3.4852
O 0.0399 3.0641 -2.8955
H -0.3504 2.3475 -3.3375
H -2.8160 1.8945 0.8015
O -0.6246 -2.7615 -0.8648
H -1.1426 4.0988 -1.3760
H -0.5927 -1.7403 -0.9493
O 3.0815 -2.3256 0.9672
H 0.2697 4.6771 -1.6842
H 2.4250 -2.7946 1.4897
*
```

gap between HOMO and LUMO = 8.53 eV
electronic energy = -840.20756 hartree
relative energy (zero: lowest compared OMol25 entry of this formula, charge and spin) = 85.83 kcal/mol

---

Record 3
5 unconnected molecules or ions with the total composition C30H38F32N2O8 at a distorted geometry. Source: OMol25; level of theory: wB97M-V/def2-TZVPD.

Structure (ORCA input):
```
! wB97M-V def2-TZVPD RIJCOSX def2/J DEFGRID3
* xyz 0 1
C 1.2552 2.1802 0.2524
N 1.6333 2.9413 -0.9415
C 0.9219 4.2242 -1.0286
C 1.3948 5.2750 -0.0055
O 1.7287 6.5130 -0.5838
C 2.9234 6.4565 -1.3265
C 0.4177 5.5673 1.1635
N 1.0815 6.5948 1.9796
O 0.1758 4.4519 2.0036
C -0.9120 6.2022 0.7296
C -2.0311 5.1803 0.4142
C -2.6709 5.4886 -0.9712
C -3.9793 6.2751 -0.8203
O -3.8151 7.2815 0.2111
C -3.6845 8.5273 -0.2826
O -2.8356 8.8366 -0.9848
H 1.7905 2.6285 1.0954
H 0.1906 2.3007 0.5049
H 1.5559 1.1367 0.2094
H 1.2879 2.3794 -1.7072
H -0.1609 4.0363 -1.0156
H 1.1508 4.6310 -2.0186
H 2.3196 4.8723 0.4495
H 3.6530 5.7459 -0.9208
H 3.3811 7.4399 -1.4127
H 2.6904 6.1179 -2.3472
H 0.4961 6.8116 2.7777
H 1.9467 6.2226 2.3637
H 0.8751 4.3865 2.6541
H -1.2492 6.7710 1.6032
H -0.7612 6.9462 -0.0482
H -1.6351 4.1663 0.4291
H -2.8449 5.2026 1.1395
H -2.8496 4.5726 -1.5423
H -2.0112 6.1288 -1.5594
H -4.8056 5.6382 -0.5023
H -4.2456 6.7659 -1.7579
H -4.4525 9.2462 0.0345
F 5.3344 -2.0946 -0.0151
C 4.5868 -1.1384 -0.6037
F 4.6063 -0.0543 0.2125
C 3.1438 -1.5928 -0.8141
F 2.5252 -1.7995 0.3731
F 2.4857 -0.5571 -1.4083
C 2.9383 -2.8301 -1.7086
O 2.7682 -4.0727 -1.0438
C 3.8884 -4.7775 -0.6504
F 5.0007 -4.2458 -1.1939
F 3.7634 -6.0200 -1.1633
C 3.9868 -4.8956 0.8711
F 4.0132 -3.6787 1.4522
F 5.1310 -5.5348 1.2091
H 5.0507 -0.8588 -1.5539
H 1.9919 -2.6751 -2.2188
H 3.6794 -2.8947 -2.5059
H 3.1346 -5.4523 1.2678
F -3.2691 -3.5082 -1.6215
C -2.1577 -3.0067 -2.2000
F -1.8988 -3.7838 -3.2833
C -0.9697 -3.0103 -1.2400
F -0.6185 -4.2692 -0.9119
F 0.0959 -2.4690 -1.9041
C -1.1361 -2.1810 0.0442
O -1.5223 -2.8850 1.2137
C -2.8631 -3.1324 1.4296
F -3.6206 -2.4265 0.5705
F -3.1451 -2.6640 2.6701
C -3.1842 -4.6256 1.3954
F -2.8298 -5.1740 0.2149
F -4.5169 -4.8175 1.5472
H -2.3684 -1.9928 -2.5531
H -0.1416 -1.8028 0.2806
H -1.7481 -1.2930 -0.1158
H -2.6582 -5.1503 2.1895
F 1.1913 -0.1301 -4.4322
C 0.3908 0.9425 -4.2965
F 0.1213 1.0589 -2.9691
C -0.9157 0.7968 -5.0809
F -1.6578 -0.2201 -4.5852
F -1.6335 1.9344 -4.8647
C -0.7882 0.6332 -6.6098
O -0.8499 -0.6930 -7.1270
C 0.3087 -1.4558 -7.1478
F 1.3849 -0.6923 -6.8779
F 0.4621 -1.8980 -8.4124
C 0.2079 -2.6681 -6.2196
F -0.0546 -2.2778 -4.9579
F 1.3785 -3.3453 -6.2093
H 0.9440 1.8327 -4.6101
H -1.6672 1.1208 -7.0297
H 0.0611 1.1849 -7.0116
H -0.5874 -3.3429 -6.5438
F -2.1516 -5.0573 5.2261
C -1.1115 -4.5497 4.5321
F -0.9392 -5.3396 3.4355
C 0.1734 -4.5331 5.3561
F 0.5659 -5.7911 5.6532
F 1.1473 -4.0035 4.5633
C 0.1420 -3.6938 6.6429
O -0.1116 -4.3870 7.8532
C -1.4249 -4.6380 8.2025
F -2.2674 -3.9486 7.4090
F -1.5905 -4.1585 9.4534
C -1.7396 -6.1338 8.2159
F -1.4947 -6.6900 7.0121
F -3.0491 -6.3244 8.4966
H -1.3739 -3.5455 4.1892
H 1.1522 -3.3060 6.7664
H -0.4914 -2.8123 6.5415
H -1.1337 -6.6460 8.9667
*
```

SMILES = CNC[C@@H](OC)[C@](N)(O)CCCCOC=O.FC(F)C(F)(F)COC(F)(F)C(F)F.FC(F)C(F)(F)COC(F)(F)C(F)F.FC(F)C(F)(F)COC(F)(F)C(F)F.FC(F)C(F)(F)COC(F)(F)C(F)F
gap between HOMO and LUMO = 9.19 eV
electronic energy = -5073.02960 hartree

---

Record 4
2 unconnected molecules or ions with the total composition C3H10NO at a distorted geometry. Source: OMol25; level of theory: wB97M-V/def2-TZVPD.

Structure (ORCA input):
```
! wB97M-V def2-TZVPD RIJCOSX def2/J DEFGRID3
* xyz 1 1
C -1.3415 -0.7563 -1.4851
C 0.0010 -0.9047 -0.7382
C -0.9360 0.7282 0.8936
N 0.0000 0.0064 0.3632
H -2.2479 -1.1766 -0.9453
H -1.5681 0.2471 -1.7732
H -1.3605 -1.3245 -2.4132
H 0.2738 -1.8335 -0.2637
H 0.7483 -0.4589 -1.4578
H -0.7907 0.9304 1.9748
H -1.7522 1.0179 0.2400
H 0.8064 0.4074 0.6731
H 2.8944 0.8384 2.3947
H 2.9266 1.3412 0.9208
O 2.3464 0.9376 1.6163
*
```

gap between HOMO and LUMO = 10.82 eV
electronic energy = -249.98481 hartree
relative energy (zero: lowest compared OMol25 entry of this formula, charge and spin) = 43.30 kcal/mol

---

Record 5
A molecular structure, C38H32N11O2ReS. Source: OMol25; level of theory: wB97M-V/def2-TZVPD.

Structure (ORCA input):
```
! wB97M-V def2-TZVPD RIJCOSX def2/J DEFGRID3
* xyz 3 2
Re -0.9901 -0.1228 0.5404
C 4.6110 -0.1733 1.1987
N 3.2652 -0.0679 0.5708
C 2.0935 -0.4219 1.0675
N 1.1333 -0.1102 0.1885
C 1.8246 0.4318 -0.8655
N 3.1107 0.4688 -0.6571
C 4.5280 0.1890 2.6575
C 4.9857 1.4116 3.1356
C 4.8224 1.7360 4.4797
C 4.1483 0.8795 5.3373
C 3.6756 -0.3395 4.8552
C 3.9182 -0.6990 3.5345
C 2.8527 -1.2212 5.6808
N 2.6060 -1.1978 6.9392
N 1.6611 -2.1891 7.1730
C 1.4072 -2.7300 6.0351
O 2.1301 -2.1704 5.0259
C 0.4279 -3.7534 5.6756
C -0.3858 -4.3359 6.6437
C -1.3541 -5.2473 6.2564
C -1.5331 -5.5621 4.9140
C -0.7142 -4.9893 3.9490
C -0.8796 -5.3481 2.4910
N -0.6687 -4.1667 1.6280
C -1.1370 -2.9468 1.7893
N -0.6270 -2.1603 0.8288
C 0.1552 -3.0140 0.0841
N 0.1456 -4.2268 0.5502
C 0.2773 -4.1003 4.3381
H 5.2435 0.5030 0.6303
H 4.9649 -1.1927 1.0466
H 1.9486 -0.8762 2.0338
H 1.3611 0.7818 -1.7730
H 5.4936 2.1005 2.4712
H 5.2180 2.6696 4.8571
H 3.9879 1.1397 6.3757
H 3.6262 -1.6872 3.1973
H -0.2566 -4.0662 7.6834
H -1.9862 -5.7083 7.0028
H -2.3067 -6.2639 4.6259
H -1.8739 -5.7451 2.2896
H -0.1454 -6.0762 2.1493
H -1.7917 -2.6399 2.5868
H 0.7121 -2.7197 -0.7894
H 0.9473 -3.6707 3.6032
C -0.4857 4.1314 1.8747
S 0.4726 2.6565 1.6164
C 1.1409 2.4061 3.2484
O -0.6737 1.5592 1.5316
H -1.1524 3.9859 2.7231
H -1.0415 4.3292 0.9602
H 0.2183 4.9446 2.0587
H 1.7778 3.2660 3.4640
H 1.7561 1.5060 3.2396
H 0.3250 2.3349 3.9666
N -6.5992 -6.4492 0.9395
C -5.9949 -5.4888 0.7671
C -5.2202 -4.2928 0.5784
C -4.5424 -4.0845 -0.6220
C -3.7786 -2.9423 -0.7903
C -3.6714 -2.0149 0.2491
C -4.3513 -2.2280 1.4494
C -5.1375 -3.3555 1.6081
C -2.7969 -0.8599 0.1068
C -2.5109 0.1957 -0.6441
H -4.6172 -4.8170 -1.4142
H -3.2440 -2.7881 -1.7205
H -4.2767 -1.5046 2.2526
H -5.6829 -3.5202 2.5275
N -4.6827 1.5696 -3.0224
C -4.3703 0.6970 -2.0934
N -3.1279 0.9477 -1.6349
C -2.6210 2.0618 -2.3306
C -1.4050 2.7273 -2.2632
C -1.2442 3.7985 -3.1209
C -2.2547 4.1959 -4.0120
C -3.4630 3.5333 -4.0792
C -3.6167 2.4573 -3.2151
H -5.5675 1.5862 -3.5153
H -5.0011 -0.1040 -1.7391
H -0.6229 2.4159 -1.5842
H -0.3123 4.3475 -3.1155
H -2.0776 5.0394 -4.6646
H -4.2411 3.8349 -4.7670
*
```

<S²> = 0.756
gap between HOMO and LUMO (alpha / beta) = 6.19 / 5.95 eV
electronic energy = -2695.57691 hartree
relative energy (zero: lowest compared OMol25 entry of this formula, charge and spin) = 0.00 kcal/mol

---

Record 6
A molecular structure, C31H50O3P2W at a distorted geometry. Source: OMol25; level of theory: wB97M-V/def2-TZVPD.

Structure (ORCA input):
```
! wB97M-V def2-TZVPD RIJCOSX def2/J DEFGRID3
* xyz 2 3
W -0.1539 0.1324 -0.0733
C -1.7882 1.7230 0.0216
C -2.1530 0.7570 -1.0091
C -2.0389 -0.4763 0.9847
C -1.7892 0.9648 1.2695
C -2.3035 -0.6021 -0.4411
C -1.8828 3.2554 -0.0997
H -1.5516 3.6001 -1.0785
H -1.2774 3.7638 0.6459
H -2.9131 3.5840 0.0351
C -1.7901 1.5670 2.6865
H -1.6011 2.6375 2.6850
H -1.0640 1.0923 3.3425
H -2.7683 1.4241 3.1446
C -2.2991 -1.5518 2.0535
H -3.3633 -1.6231 2.2760
H -1.7820 -1.3232 2.9850
H -1.9592 -2.5317 1.7261
C -3.2360 -1.7467 -0.9201
H -4.2645 -1.4824 -0.6740
H -3.0343 -2.6748 -0.3887
H -3.2393 -1.9830 -1.9780
C -3.0253 1.2982 -2.1659
H -3.9497 1.6899 -1.7413
H -3.3569 0.5409 -2.8720
H -2.5734 2.1360 -2.6886
C 1.3865 0.5274 -3.4927
C 0.3684 1.3966 -3.6449
C -0.2107 1.7617 -4.9953
C -1.0712 0.6123 -5.5443
C -1.1143 -0.6151 -4.6173
C -0.0944 -1.4556 -4.5400
C 1.2233 -1.2460 -5.2877
C 2.0908 -0.1462 -4.6591
H 0.5965 1.9914 -5.6913
H -0.6663 0.3111 -6.5095
H -0.7769 2.6893 -4.9125
H 2.3567 0.5992 -5.4089
H 1.7984 0.1691 -2.5781
H -0.1523 1.8991 -2.8725
H 3.0451 -0.5472 -4.3180
H 1.7584 -2.1877 -5.3974
H -0.2225 -2.4469 -4.1819
H 1.0133 -0.9801 -6.3224
H -2.0678 0.9400 -5.8295
H -2.0666 -0.9455 -4.2998
P 1.4702 1.7874 0.4835
C 1.2303 2.7236 2.1205
H 2.1023 3.3381 2.3422
H 1.0912 2.0588 2.9695
H 0.3803 3.3963 2.0600
C 3.2947 1.3649 0.7736
H 3.8363 2.2158 1.1862
H 3.7783 1.0853 -0.1618
H 3.3857 0.5319 1.4702
C 1.8044 3.4115 -0.4549
H 2.3030 3.2195 -1.4046
H 2.4588 4.0673 0.1190
H 0.8765 3.9485 -0.6465
P 0.7577 -2.0006 -0.3321
C -0.3531 -3.5219 -0.6945
H 0.2441 -4.3465 -1.0849
H -1.1464 -3.3167 -1.4054
H -0.8744 -3.8751 0.1949
C 2.4818 -2.4802 -0.9905
H 2.4608 -2.6831 -2.0505
H 2.8832 -3.3935 -0.5530
H 3.1987 -1.6851 -0.7889
C 1.2280 -3.0392 1.2260
H 1.4500 -4.0816 0.9928
H 0.4177 -3.0477 1.9557
H 2.1230 -2.6436 1.7079
O 2.3646 1.0291 5.0786
C 1.4178 0.1192 5.3985
C 1.0472 0.0286 6.7457
C 0.0873 -0.8913 7.1596
C -0.4977 -1.7475 6.2312
C -0.1460 -1.6678 4.8820
C 0.7887 -0.7174 4.4294
C 1.1494 -0.6199 2.9868
O 2.4112 -0.7322 2.7445
O 0.2227 -0.3542 2.0370
H 2.7234 1.1638 4.1936
H 1.5106 0.6787 7.4782
H -0.1893 -0.9525 8.2042
H -1.2215 -2.4827 6.5587
H -0.5847 -2.3863 4.2125
*
```

<S²> = 2.024
gap between HOMO and LUMO (alpha / beta) = 4.73 / 4.78 eV
electronic energy = -2186.02790 hartree
relative energy (zero: lowest compared OMol25 entry of this formula, charge and spin) = 16.83 kcal/mol